{"formula": "C38H40N5O9PtSTe", "method": "ωB97M-V with the def2-TZVPD basis set", "gap_ev": [6.9, 6.6], "e_homo_ha": [-0.2790, -0.3072], "total_energy_ev": -87300.07689, "lumo_energy_ev": [-0.7, -1.8], "de_lowest_ev": 0.000, "multiplicity": 4, "charge": 0, "species": ["Pt", "O", "C", "C", "C", "C", "C", "C", "C", "O", "N", "O", "O", "H", "H", "H", "H", "C", "C", "S", "O", "O", "C", "C", "N", "C", "N", "C", "C", "N", "O", "O", "C", "H", "H", "H", "H", "H", "H", "H", "H", "H", "H", "H", "H", "H", "C", "C", "C", "C", "C", "C", "Te", "N", "C", "O", "C", "C", "C", "C", "C", "C", "C", "C", "C", "C", "C", "C", "C", "C", "C", "C", "H", "H", "H", "H", "H", "H", "H", "H", "H", "H", "H", "H", "H", "H", "H", "H", "H", "H", "H", "H", "H", "H", "H"], "positions_angstrom": [[-1.299, -0.993, -0.932], [-0.372, -2.404, 1.015], [-1.068, -3.306, 1.459], [-2.068, -4.063, 0.736], [-2.724, -5.069, 1.451], [-3.631, -5.881, 0.833], [-3.904, -5.737, -0.536], [-3.275, -4.763, -1.256], [-2.346, -3.864, -0.655], [-1.803, -2.964, -1.395], [-4.312, -6.915, 1.602], [-5.083, -7.643, 1.006], [-4.018, -7.040, 2.775], [-0.936, -3.614, 2.515], [-2.508, -5.212, 2.503], [-4.618, -6.403, -0.999], [-3.475, -4.631, -2.310], [7.391, -3.651, -0.209], [6.052, -2.972, -0.473], [6.303, -1.534, -1.491], [6.831, -1.971, -2.760], [7.003, -0.552, -0.705], [4.661, -0.921, -1.770], [3.919, -1.695, -2.853], [2.522, -1.256, -2.903], [1.516, -1.822, -2.207], [0.387, -1.140, -2.374], [0.665, -0.094, -3.200], [1.978, -0.153, -3.530], [2.717, 0.817, -4.273], [2.074, 1.700, -4.797], [3.936, 0.763, -4.234], [1.639, -3.063, -1.402], [7.235, -4.538, 0.404], [8.066, -2.981, 0.320], [7.861, -3.954, -1.143], [5.579, -2.621, 0.445], [5.361, -3.627, -1.004], [4.796, 0.120, -2.064], [4.127, -0.932, -0.818], [3.910, -2.764, -2.651], [4.386, -1.536, -3.818], [-0.068, 0.639, -3.495], [2.166, -3.838, -1.959], [0.636, -3.411, -1.173], [2.161, -2.881, -0.461], [1.590, 3.464, 3.962], [0.351, 3.037, 3.221], [-0.228, 3.855, 2.262], [-1.337, 3.466, 1.520], [-1.889, 4.448, 0.517], [-1.874, 2.183, 1.766], [-3.304, 1.352, 0.460], [-1.259, 0.903, -0.850], [-0.323, 1.853, -1.153], [-0.572, 2.816, -1.860], [1.047, 1.712, -0.537], [2.078, 2.485, -1.064], [3.368, 2.367, -0.565], [3.630, 1.493, 0.484], [2.597, 0.735, 1.026], [1.311, 0.834, 0.509], [-4.691, 2.936, 0.571], [-4.923, 3.566, 1.789], [-5.844, 4.599, 1.871], [-6.529, 4.997, 0.731], [-6.291, 4.364, -0.481], [-5.367, 3.328, -0.588], [-5.105, 2.671, -1.919], [-1.332, 1.350, 2.751], [-1.838, -0.039, 3.053], [-0.224, 1.801, 3.463], [1.834, 4.505, 3.758], [2.442, 2.855, 3.655], [1.470, 3.344, 5.039], [0.205, 4.831, 2.072], [-1.143, 5.211, 0.298], [-2.783, 4.941, 0.900], [-2.142, 3.974, -0.424], [1.851, 3.172, -1.868], [4.166, 2.964, -0.988], [4.636, 1.403, 0.878], [2.791, 0.072, 1.862], [0.506, 0.245, 0.936], [-4.375, 3.259, 2.670], [-6.023, 5.091, 2.817], [-7.247, 5.804, 0.783], [-6.822, 4.684, -1.368], [-5.625, 3.192, -2.721], [-5.446, 1.633, -1.926], [-4.038, 2.670, -2.158], [-2.864, -0.198, 2.724], [-1.800, -0.225, 4.126], [-1.212, -0.786, 2.560], [0.206, 1.153, 4.220]], "forces_ev_per_angstrom": [[-0.3423, 0.1765, -0.2584], [0.0956, -0.0628, 0.1444], [-0.0332, -0.0456, -0.0396], [0.0977, 0.0701, -0.0761], [0.0814, 0.0853, 0.1058], [-0.1866, 0.0491, -0.0352], [-0.0597, -0.0457, 0.0060], [0.0070, 0.0266, -0.0225], [-0.0438, -0.0040, 0.0081], [0.0791, -0.1716, 0.1975], [0.4870, -0.3297, -0.2238], [-0.2221, 0.0704, 0.0225], [-0.1448, 0.1210, 0.1536], [-0.0276, 0.0204, -0.0360], [-0.0143, -0.0070, -0.0094], [0.0150, 0.0183, 0.0053], [0.0018, 0.0005, 0.0015], [-0.0654, -0.0277, 0.0342], [0.0622, -0.0485, 0.0349], [0.0678, 0.0044, 0.0101], [-0.0051, 0.0364, 0.0481], [-0.0231, -0.0379, -0.0424], [-0.0822, 0.0107, -0.0724], [-0.0493, 0.0927, 0.0328], [0.2065, -0.0062, 0.0185], [-0.2468, -0.0534, -0.0169], [0.2902, 0.1363, -0.1004], [-0.2211, -0.0886, -0.0808], [0.1087, -0.0335, -0.1567], [-0.0185, 0.4463, 0.5635], [-0.0529, -0.1100, -0.2569], [0.0887, -0.1835, -0.2317], [-0.0021, 0.0171, -0.0137], [0.0029, 0.0020, -0.0006], [-0.0013, 0.0209, -0.0038], [-0.0055, 0.0058, -0.0204], [0.0115, 0.0010, 0.0182], [0.0104, -0.0262, -0.0173], [0.0044, 0.0013, -0.0139], [0.0092, -0.0120, 0.0236], [-0.0117, 0.0016, 0.0121], [0.0005, -0.0062, -0.0101], [0.0578, -0.0317, 0.0287], [-0.0008, -0.0100, 0.0189], [-0.0268, -0.0019, 0.0284], [0.0177, 0.0216, 0.0063], [-0.0318, -0.0175, -0.0333], [0.0879, 0.0226, 0.0703], [-0.0450, 0.0299, -0.0036], [-0.0528, -0.1625, 0.0639], [0.0788, -0.0443, 0.1490], [0.1115, 0.2278, -0.0593], [0.1687, -0.0226, 0.0696], [0.0675, -0.2934, -0.0435], [-0.0185, 0.1463, 0.4182], [-0.0828, 0.0825, -0.2297], [0.0138, -0.1904, -0.0599], [0.1272, 0.0039, -0.0126], [-0.0799, 0.0222, 0.0342], [-0.0667, 0.0221, 0.0282], [0.0428, 0.0543, 0.0103], [-0.0519, -0.0390, 0.0586], [-0.1601, 0.2163, -0.0877], [-0.0249, -0.0307, -0.0233], [-0.0122, -0.0162, -0.0404], [0.0267, -0.0341, -0.0056], [0.0148, 0.0134, 0.0197], [0.0235, -0.0214, -0.0050], [-0.0221, 0.0313, 0.0445], [-0.0189, 0.0120, -0.0055], [0.0310, 0.0261, -0.0144], [-0.0478, -0.0375, 0.0754], [-0.0082, 0.0094, -0.0016], [0.0072, -0.0026, -0.0088], [-0.0136, -0.0104, 0.0050], [-0.0042, 0.0043, -0.0152], [0.0062, -0.0073, 0.0203], [-0.0133, 0.0100, 0.0211], [-0.0807, -0.1338, -0.2115], [-0.0035, -0.0067, -0.0172], [0.0093, -0.0060, -0.0019], [-0.0104, 0.0034, -0.0192], [-0.0103, -0.0133, -0.0197], [0.1054, -0.0051, -0.0798], [0.0175, -0.0020, 0.0316], [0.0030, 0.0014, 0.0111], [-0.0105, 0.0091, 0.0016], [-0.0096, 0.0115, -0.0058], [-0.0219, 0.0095, 0.0166], [0.0115, -0.0086, 0.0050], [0.0184, 0.0046, 0.0019], [0.0105, 0.0133, 0.0389], [0.0302, -0.0072, 0.0209], [-0.0294, 0.0429, 0.0015], [0.0018, -0.0097, 0.0027]]}

---

{"formula": "C38H41BrN6O4RuS2", "method": "ωB97M-V with the def2-TZVPD basis set", "gap_ev": [7.9, 7.3], "e_homo_ha": [-0.3910, -0.3906], "total_energy_ev": -151495.34783, "lumo_energy_ev": [-2.7, -3.3], "de_lowest_ev": 0.000, "multiplicity": 2, "charge": 1, "species": ["Ru", "C", "C", "N", "C", "C", "C", "S", "N", "C", "O", "C", "C", "C", "C", "C", "C", "H", "H", "H", "H", "H", "H", "H", "H", "H", "H", "H", "H", "H", "H", "H", "C", "O", "C", "C", "C", "Br", "C", "C", "C", "O", "C", "N", "C", "C", "C", "C", "C", "C", "N", "H", "H", "H", "H", "H", "H", "H", "H", "H", "H", "H", "C", "C", "N", "C", "C", "C", "S", "N", "C", "O", "C", "C", "C", "C", "C", "C", "H", "H", "H", "H", "H", "H", "H", "H", "H", "H", "H", "H", "H", "H", "H"], "positions_angstrom": [[0.074, 0.007, 0.075], [4.623, -0.123, 3.470], [3.286, -0.688, 3.921], [2.232, 0.329, 3.966], [2.087, 1.045, 5.244], [1.037, 0.400, 6.132], [1.436, 0.617, 2.941], [1.813, -0.201, 1.428], [0.470, 1.504, 3.177], [-0.253, 2.078, 2.220], [-0.268, 1.792, 0.989], [-1.156, 3.181, 2.637], [-1.159, 3.637, 3.954], [-2.013, 4.659, 4.332], [-2.866, 5.232, 3.398], [-2.865, 4.781, 2.084], [-2.015, 3.758, 1.703], [5.383, -0.904, 3.489], [4.950, 0.680, 4.131], [4.561, 0.271, 2.456], [3.365, -1.089, 4.932], [2.960, -1.505, 3.279], [1.837, 2.081, 5.032], [3.069, 1.026, 5.717], [0.062, 0.438, 5.649], [0.975, 0.930, 7.083], [1.286, -0.641, 6.345], [-0.491, 3.182, 4.671], [-2.013, 5.012, 5.354], [-3.531, 6.033, 3.694], [-3.529, 5.231, 1.357], [-2.005, 3.403, 0.682], [2.861, -0.296, -1.879], [1.664, 0.467, -1.710], [1.228, 1.189, -2.785], [1.971, 1.458, -3.916], [1.401, 2.234, -4.925], [2.414, 2.593, -6.476], [0.133, 2.752, -4.804], [-0.619, 2.481, -3.657], [-0.079, 1.667, -2.670], [-0.771, 1.323, -1.562], [-1.943, 3.050, -3.413], [-2.586, 2.859, -2.282], [-3.767, 3.577, -2.383], [-4.813, 3.726, -1.476], [-5.877, 4.518, -1.857], [-5.908, 5.149, -3.111], [-4.880, 5.008, -4.021], [-3.811, 4.210, -3.629], [-2.632, 3.855, -4.263], [3.721, 0.362, -1.995], [2.760, -0.953, -2.744], [2.977, -0.891, -0.980], [2.977, 1.084, -4.031], [-0.262, 3.374, -5.596], [-1.676, 1.804, -1.587], [-4.788, 3.232, -0.513], [-6.709, 4.656, -1.181], [-6.762, 5.761, -3.370], [-4.909, 5.497, -4.985], [-2.332, 4.153, -5.174], [-3.467, -2.458, 3.777], [-2.108, -3.016, 3.388], [-2.030, -3.362, 1.966], [-2.411, -4.739, 1.623], [-1.205, -5.661, 1.562], [-1.644, -2.509, 1.018], [-1.375, -0.859, 1.520], [-1.616, -2.992, -0.228], [-0.985, -2.451, -1.248], [-0.113, -1.520, -1.221], [-1.266, -3.013, -2.595], [-1.998, -4.189, -2.735], [-2.260, -4.697, -3.997], [-1.802, -4.029, -5.124], [-1.075, -2.853, -4.989], [-0.804, -2.348, -3.728], [-3.500, -2.270, 4.850], [-4.262, -3.163, 3.534], [-3.669, -1.520, 3.260], [-1.901, -3.935, 3.938], [-1.310, -2.313, 3.623], [-2.934, -4.722, 0.671], [-3.115, -5.063, 2.389], [-0.524, -5.341, 0.774], [-1.522, -6.682, 1.349], [-0.664, -5.668, 2.509], [-2.351, -4.700, -1.850], [-2.823, -5.615, -4.103], [-2.010, -4.425, -6.109], [-0.720, -2.330, -5.867], [-0.239, -1.433, -3.614]], "forces_ev_per_angstrom": [[0.1800, 0.4891, -0.6566], [0.0125, -0.0041, 0.0106], [-0.0467, 0.0048, 0.0538], [0.0574, -0.0175, 0.0010], [0.0494, -0.0062, -0.0514], [-0.0075, 0.0104, 0.0209], [-0.1728, 0.0440, 0.1348], [0.1258, -0.3498, 0.0959], [0.1103, -0.0716, -0.1055], [-0.0235, -0.0529, -0.0711], [0.1497, 0.0563, 0.0328], [0.0523, 0.0430, 0.0638], [-0.0148, -0.0028, 0.0042], [-0.0071, -0.0033, -0.0111], [0.0082, -0.0027, 0.0119], [-0.0149, 0.0129, 0.0041], [0.0121, 0.0061, -0.0272], [0.0007, 0.0015, -0.0016], [0.0000, 0.0019, -0.0045], [-0.0124, -0.0050, -0.0082], [0.0043, -0.0120, 0.0010], [0.0240, 0.0196, -0.0215], [-0.0176, -0.0039, -0.0063], [-0.0118, 0.0000, 0.0227], [-0.0042, 0.0025, -0.0032], [0.0024, -0.0034, 0.0007], [0.0036, -0.0034, -0.0072], [0.0014, -0.0027, -0.0030], [-0.0021, -0.0001, 0.0004], [-0.0003, 0.0014, -0.0011], [0.0041, -0.0051, -0.0122], [0.0075, 0.0002, -0.0098], [-0.0024, -0.0489, -0.0139], [-0.0228, 0.1849, 0.1456], [-0.1016, -0.0519, -0.0151], [-0.0148, -0.0012, 0.0028], [0.0076, -0.0155, 0.0285], [0.0022, -0.0018, -0.0110], [0.0193, 0.0431, 0.0027], [-0.0198, 0.0181, -0.0492], [0.0815, -0.1082, 0.0448], [-0.2286, -0.3763, 0.1307], [0.0476, 0.0684, -0.0345], [-0.1549, -0.0575, -0.1005], [-0.0523, -0.0266, -0.0081], [-0.0055, -0.0130, 0.0111], [0.0053, 0.0059, -0.0201], [-0.0036, 0.0004, 0.0065], [0.0020, 0.0052, 0.0080], [0.0116, 0.0380, 0.0107], [-0.0001, -0.0322, 0.0422], [-0.0062, 0.0090, 0.0040], [0.0095, 0.0009, 0.0037], [-0.0024, -0.0002, -0.0042], [0.0052, 0.0061, -0.0018], [-0.0053, 0.0020, 0.0010], [0.0097, 0.2530, 0.1090], [0.0059, -0.0013, 0.0051], [0.0009, -0.0015, 0.0038], [-0.0007, -0.0018, -0.0010], [0.0047, -0.0026, -0.0018], [-0.0011, -0.0042, -0.0109], [-0.0049, -0.0040, 0.0226], [0.0060, -0.0291, -0.0316], [-0.0073, -0.0033, 0.0281], [-0.0145, 0.0473, 0.0142], [0.0075, -0.0221, -0.0159], [0.0415, -0.2170, -0.0287], [-0.4101, 0.0551, 0.0877], [0.0655, 0.2200, 0.0846], [0.0818, -0.0214, 0.0675], [0.2132, -0.0448, 0.0647], [-0.0505, -0.0554, 0.0016], [0.0010, 0.0050, -0.0206], [-0.0031, -0.0015, 0.0063], [0.0079, 0.0053, -0.0080], [0.0009, -0.0012, 0.0044], [0.0139, 0.0034, -0.0057], [0.0016, 0.0054, -0.0002], [-0.0022, 0.0029, -0.0023], [0.0099, 0.0015, -0.0078], [0.0000, 0.0022, 0.0046], [-0.0148, 0.0245, -0.0001], [0.0003, 0.0022, -0.0139], [0.0119, -0.0195, -0.0032], [-0.0033, -0.0007, 0.0007], [-0.0033, 0.0009, -0.0001], [-0.0034, 0.0073, 0.0037], [0.0003, 0.0017, 0.0004], [-0.0011, 0.0009, -0.0012], [-0.0010, -0.0008, 0.0005], [-0.0014, -0.0047, -0.0041], [-0.0030, 0.0026, 0.0066]]}